[1]
ORCA calculation (ωB97M-V/def2-TZVPD) on C52H43I2N3O2P2SY as an isolated structure.

Each line ends with the Mulliken charge.
Positions of all 106 atoms, in Å:
Y  -0.04  -0.01  1.31  0.108
O  0.75  0.02  -0.70  -0.533
S  -0.50  0.13  -1.63  1.256
C  -0.36  -1.27  -2.69  0.059
C  0.49  -1.20  -3.78  -0.262
C  0.61  -2.21  -4.73  -1.528
C  -0.18  -3.33  -4.56  0.327
C  -0.33  -4.55  -5.41  -0.836
C  -1.34  -5.44  -4.66  -0.715
C  -1.66  -4.68  -3.41  0.032
C  -2.44  -5.01  -2.33  -1.318
C  -2.48  -4.11  -1.26  0.021
C  -1.84  -2.88  -1.25  -0.311
P  -1.86  -2.09  0.38  2.300
C  -1.01  -3.30  1.45  0.962
C  0.36  -3.43  1.19  -0.716
C  1.13  -4.31  1.94  -0.599
C  0.55  -5.06  2.95  -0.779
C  -0.82  -4.94  3.20  -0.844
C  -1.60  -4.07  2.45  -0.696
C  -3.59  -1.93  0.87  0.523
C  -3.94  -1.76  2.20  -0.491
C  -5.27  -1.53  2.55  -0.997
C  -6.24  -1.45  1.56  -0.747
C  -5.89  -1.58  0.23  -0.808
C  -4.57  -1.83  -0.12  -0.761
C  -1.09  -2.47  -2.40  -0.914
C  -0.99  -3.44  -3.42  1.409
C  -0.24  1.58  -2.66  -0.448
C  -0.88  1.51  -3.88  -0.448
C  -0.72  2.48  -4.88  -1.144
C  0.16  3.50  -4.64  0.355
C  0.62  4.63  -5.51  -0.795
C  1.59  5.44  -4.63  -0.704
C  1.56  4.77  -3.30  0.236
C  2.15  5.11  -2.11  -1.161
C  1.81  4.35  -0.98  0.040
C  1.02  3.20  -1.02  -0.233
P  0.39  2.75  0.62  1.958
C  1.82  2.49  1.70  0.197
C  1.59  2.48  3.08  -0.067
C  2.63  2.19  3.96  -1.199
C  3.89  1.86  3.46  -0.647
C  4.11  1.84  2.09  -0.933
C  3.08  2.14  1.21  -1.000
C  -0.50  4.21  1.20  0.850
C  -1.75  4.41  0.60  -0.725
C  -2.50  5.53  0.94  -0.670
C  -2.01  6.43  1.88  -0.683
C  -0.77  6.23  2.46  -0.756
C  -0.01  5.12  2.12  -0.346
C  0.51  2.74  -2.28  -1.139
C  0.75  3.61  -3.36  0.767
H  1.07  -0.29  -3.93  0.742
H  1.28  -2.10  -5.57  0.517
H  0.63  -5.04  -5.54  0.336
H  -0.68  -4.28  -6.41  0.355
H  -0.93  -6.42  -4.43  0.332
H  -2.25  -5.61  -5.24  0.337
H  -2.98  -5.94  -2.27  0.524
H  -3.04  -4.41  -0.38  0.568
H  0.82  -2.88  0.37  0.381
H  2.18  -4.44  1.70  0.524
H  1.14  -5.76  3.52  0.476
H  -1.28  -5.54  3.97  0.503
H  -2.66  -4.02  2.63  0.596
H  -3.20  -1.80  2.99  0.800
H  -5.54  -1.42  3.59  0.456
H  -7.27  -1.27  1.83  0.453
H  -6.64  -1.51  -0.55  0.463
H  -4.31  -1.95  -1.17  0.399
H  -1.51  0.66  -4.11  0.741
H  -1.25  2.38  -5.82  0.515
H  -0.24  5.23  -5.83  0.340
H  1.09  4.25  -6.42  0.349
H  1.29  6.49  -4.54  0.339
H  2.61  5.44  -5.04  0.319
H  2.78  5.98  -2.00  0.538
H  2.16  4.70  -0.02  0.509
H  0.62  2.75  3.48  0.653
H  2.47  2.25  5.02  0.607
H  4.70  1.67  4.14  0.526
H  5.09  1.61  1.70  0.528
H  3.26  2.15  0.14  0.511
H  -2.13  3.72  -0.14  0.504
H  -3.46  5.69  0.48  0.473
H  -2.60  7.30  2.15  0.436
H  -0.39  6.94  3.18  0.478
H  0.97  4.99  2.56  0.437
I  -2.56  1.64  2.62  0.478
I  -2.97  0.56  5.00  -0.139
C  4.68  -2.35  4.32  -1.088
N  3.46  -1.76  3.80  0.255
C  2.29  -1.40  4.58  -0.498
C  1.40  -0.85  3.51  0.884
O  0.24  -0.42  3.60  -0.652
N  2.01  -0.90  2.32  0.300
C  3.24  -1.45  2.52  -0.995
N  4.09  -1.67  1.53  -0.078
H  4.59  -2.43  5.40  0.445
H  5.54  -1.71  4.10  0.345
H  4.83  -3.35  3.92  0.342
H  2.52  -0.65  5.34  0.460
H  1.84  -2.27  5.06  0.465
H  3.87  -1.33  0.61  0.197
H  5.00  -2.05  1.70  0.271

The value obtained for the highest occupied orbital energy is -0.53899 Eh. The value obtained for the largest force on an atom is 0.8 eV/Å. The value obtained for the LUMO energy is -0.306 Eh. The orbital gap is 0.2331 Eh. As for the charge: +3.

***

[2]
ORCA calculation (ωB97M-V/def2-TZVPD) on C30H23IIrN3O4 as an isolated structure in a non-equilibrium geometry.

Each line ends with the Mulliken charge.
Positions of all 62 atoms, in Å:
Ir  -1.28  -0.09  0.89  1.661
C  -0.32  -4.44  0.13  -0.503
O  0.90  -3.66  0.37  -0.421
C  0.52  -2.43  0.53  0.707
N  -0.72  -2.16  0.51  0.225
C  -1.47  -3.43  0.35  0.334
C  -2.52  -3.39  -0.75  0.020
C  -2.78  -4.53  -1.51  -0.454
C  -3.77  -4.51  -2.49  -0.812
C  -4.51  -3.37  -2.72  -0.499
C  -4.26  -2.23  -1.96  -0.739
C  -3.28  -2.25  -0.98  0.162
C  1.45  -1.33  0.69  -0.064
C  2.83  -1.39  0.78  -0.523
C  3.53  -0.19  0.91  -0.511
C  2.85  1.02  0.88  -0.558
C  1.48  0.99  0.76  0.418
N  0.81  -0.16  0.71  -0.471
C  0.58  2.11  0.57  0.226
N  -0.61  1.86  0.18  -0.417
C  -1.32  3.16  0.01  0.076
C  -0.26  4.17  0.51  -0.699
O  0.94  3.35  0.74  -0.403
C  -2.65  3.20  0.70  -0.030
C  -3.22  4.39  1.12  -0.545
C  -4.50  4.40  1.67  -0.729
C  -5.23  3.22  1.78  -0.589
C  -4.66  2.02  1.37  -0.881
C  -3.39  2.03  0.82  0.710
H  -0.32  -5.28  0.81  0.301
H  -0.26  -4.81  -0.89  0.468
H  -1.98  -3.64  1.29  0.329
H  -2.23  -5.45  -1.34  0.408
H  -3.96  -5.40  -3.07  0.400
H  -5.28  -3.36  -3.47  0.417
H  -4.84  -1.33  -2.13  0.436
H  -3.13  -1.37  -0.37  0.084
H  3.33  -2.35  0.76  0.563
H  4.61  -0.21  0.99  0.499
H  3.37  1.96  0.94  0.576
H  -1.49  3.29  -1.06  0.573
H  -0.52  4.63  1.45  0.478
H  0.00  4.92  -0.23  0.321
H  -2.68  5.32  1.01  0.461
H  -4.93  5.33  2.00  0.421
H  -6.23  3.24  2.18  0.434
H  -5.22  1.10  1.46  0.483
H  -2.97  1.10  0.42  0.250
I  0.33  0.59  9.59  0.191
C  -0.07  0.44  7.55  -0.115
C  -0.34  1.60  6.82  -0.541
C  -0.64  1.49  5.47  -0.425
C  -0.67  0.23  4.87  0.224
C  -0.40  -0.92  5.61  -0.474
C  -0.09  -0.81  6.95  -0.582
C  -0.99  0.12  3.45  0.794
O  -1.16  -1.02  2.89  -0.707
O  -1.06  1.14  2.69  -0.608
H  -0.31  2.56  7.30  0.404
H  -0.85  2.37  4.89  0.433
H  -0.43  -1.88  5.12  0.411
H  0.12  -1.70  7.53  0.403

The value obtained for the highest occupied orbital energy (spin up / spin down) is -0.48323 / -0.48323 Eh. The value obtained for the largest force on an atom is 6.5 eV/Å. The value obtained for the LUMO energy (spin up / spin down) is -0.289 / -0.289 Eh. The orbital gap (spin up / spin down) is 0.1941 / 0.1940 Eh. As for the charge: +2.

***

[3]
ORCA calculation (ωB97M-V/def2-TZVPD) on one molecule with the formula C3H4N2O in a non-equilibrium geometry.

Each line ends with the Mulliken charge.
Positions of all 10 atoms, in Å:
C  1.12  -0.89  0.31  0.027
C  -0.60  0.91  0.19  -0.367
C  -1.06  -0.51  -0.29  -0.185
N  1.62  0.29  -0.07  -0.158
N  0.77  1.22  -0.26  -0.315
O  -0.11  -1.37  -0.03  -0.261
H  1.81  -1.73  0.37  0.371
H  -1.25  1.69  -0.30  0.308
H  -0.77  0.93  1.34  0.269
H  -1.52  -0.55  -1.27  0.311

The value obtained for the highest occupied orbital energy (spin up / spin down) is -0.28025 / -0.35305 Eh. The value obtained for the largest force on an atom is 4.3 eV/Å. The spin multiplicity is 3. The value obtained for the LUMO energy (spin up / spin down) is 0.036 / -0.060 Eh. The orbital gap (spin up / spin down) is 0.3164 / 0.2926 Eh.

***

[4]
ORCA calculation (ωB97M-V/def2-TZVPD) on C17H27AuN7O2Si as an isolated structure.

Each line ends with the Mulliken charge.
Positions of all 55 atoms, in Å:
Au  0.13  0.24  -0.03  1.279
N  -0.15  -0.10  2.05  -0.677
N  -0.82  -1.27  2.45  -0.295
C  -1.57  -2.03  1.59  0.685
N  -2.27  -3.01  2.16  -0.359
N  -1.48  -1.70  0.33  -0.108
N  -2.14  -2.42  -0.65  0.861
O  -2.91  -3.32  -0.37  -0.751
O  -1.91  -2.04  -1.77  -0.593
H  0.80  -0.12  2.41  0.371
H  -0.62  0.71  2.44  0.368
H  -0.92  -1.39  3.45  0.216
H  -2.25  -3.17  3.15  0.152
H  -2.83  -3.60  1.55  0.226
C  0.85  -0.37  -3.00  -1.127
N  0.32  0.58  -2.01  0.342
C  -0.55  1.49  -2.42  0.291
C  -1.45  2.11  -1.57  -0.343
C  -2.42  3.10  -1.83  -0.929
C  -3.17  3.22  -0.68  -0.793
C  -2.64  2.29  0.24  -0.482
N  -1.61  1.63  -0.27  -0.011
C  2.34  -0.54  -2.96  0.081
C  3.18  0.54  -3.21  -0.015
C  4.55  0.40  -3.13  -0.678
C  5.11  -0.83  -2.80  -0.455
C  4.28  -1.92  -2.57  -0.586
C  2.90  -1.78  -2.65  -0.243
H  0.55  0.01  -3.98  0.571
H  0.34  -1.33  -2.85  0.245
H  -0.57  1.72  -3.48  0.393
H  -2.55  3.64  -2.75  0.490
H  -4.00  3.87  -0.50  0.447
H  -3.00  2.08  1.24  0.440
H  2.75  1.50  -3.48  0.510
H  5.20  1.25  -3.33  0.404
H  6.18  -0.94  -2.73  0.427
H  4.71  -2.89  -2.33  0.424
H  2.26  -2.63  -2.47  0.383
C  2.25  2.12  2.38  -1.149
Si  2.95  1.54  0.72  0.055
C  2.57  2.84  -0.56  -0.730
C  4.78  1.21  0.87  -1.011
C  2.16  -0.12  0.23  -0.324
H  2.80  3.00  2.71  0.356
H  2.36  1.38  3.18  0.343
H  1.21  2.43  2.30  0.304
H  3.09  3.77  -0.31  0.468
H  1.51  3.06  -0.62  0.218
H  2.91  2.53  -1.55  0.154
H  5.32  2.11  1.17  0.355
H  5.19  0.88  -0.08  0.267
H  5.00  0.44  1.61  0.339
H  2.25  -0.91  0.98  0.727
H  2.61  -0.50  -0.68  -0.531

The value obtained for the highest occupied orbital energy is -0.40084 Eh. The value obtained for the largest force on an atom is 0.9 eV/Å. The value obtained for the LUMO energy is -0.131 Eh. The orbital gap is 0.2694 Eh. As for the charge: +1.

***

[5]
ORCA calculation (ωB97M-V/def2-TZVPD) on a 10-piece molecular cluster, C5H30N2O10 overall in a non-equilibrium geometry.

Each line ends with the Mulliken charge.
Positions of all 47 atoms, in Å:
O  1.00  -2.07  -4.23  -0.430
C  1.33  -2.78  -3.32  -0.132
C  0.72  -2.52  -1.95  0.098
C  1.81  -2.07  -0.90  -1.104
C  1.22  -1.21  0.17  0.195
C  1.87  -0.19  0.69  -0.603
N  1.18  0.73  1.65  -0.057
N  -0.24  -1.32  -2.12  -0.048
H  2.14  -3.48  -3.42  0.418
H  0.01  -3.30  -1.71  0.431
H  2.65  -1.51  -1.41  0.375
H  2.24  -3.06  -0.53  0.361
H  0.14  -1.49  0.33  0.040
H  2.93  0.08  0.51  0.565
H  1.87  1.46  1.88  0.416
H  0.75  0.17  2.51  0.470
H  0.37  1.30  1.27  0.316
H  0.29  -0.46  -2.25  0.416
H  -0.79  -1.34  -3.00  0.450
H  -0.80  -1.18  -1.27  0.003
H  2.49  1.82  -1.05  0.251
H  1.69  3.10  -1.48  0.356
O  1.71  2.32  -0.81  -0.593
H  -0.66  2.85  3.08  0.295
H  -1.59  1.55  3.02  0.397
O  -0.88  2.05  2.60  -0.630
H  1.15  -1.41  3.99  0.272
H  0.00  -1.84  2.74  0.402
O  0.87  -1.50  3.07  -0.699
H  0.22  1.84  -2.81  0.285
H  -0.12  1.18  -4.07  0.343
O  -0.39  1.14  -3.13  -0.692
H  2.89  4.28  -2.79  0.363
H  1.65  4.78  -2.08  0.372
O  1.95  4.04  -2.67  -0.681
H  -3.75  2.05  0.04  0.298
H  -2.39  1.91  0.82  0.315
O  -3.15  1.42  0.52  -0.660
H  -3.37  0.62  2.49  0.380
H  -3.39  0.28  4.06  0.279
O  -2.85  0.38  3.28  -0.769
H  -1.99  -1.36  0.75  0.301
H  -2.73  -0.24  -0.06  0.394
O  -2.13  -1.01  -0.15  -0.716
H  -2.07  -2.81  2.56  0.314
H  -2.18  -1.24  2.84  0.423
O  -1.67  -1.93  2.38  -0.777

The value obtained for the highest occupied orbital energy is -0.59213 Eh. The value obtained for the largest force on an atom is 2.4 eV/Å. The value obtained for the LUMO energy is -0.189 Eh. The orbital gap is 0.4035 Eh. As for the charge: +2.

***

[6]
ORCA calculation (ωB97M-V/def2-TZVPD) on an isolated ion of composition C4H5Br2N2 and charge +1 in a non-equilibrium geometry.

Each line ends with the Mulliken charge.
Positions of all 13 atoms, in Å:
C  0.58  0.75  0.08  0.039
C  -0.81  1.11  -0.10  0.449
C  -2.09  -0.86  0.44  -0.233
C  2.19  -0.96  -0.06  -0.723
N  1.01  -0.38  -0.25  -0.199
N  -1.86  0.30  -0.14  -0.049
Br  -1.14  2.96  -0.22  0.050
Br  -3.63  -1.74  0.10  0.076
H  1.15  1.66  0.56  0.282
H  2.57  -1.66  -0.88  0.270
H  2.90  -0.31  0.20  0.368
H  1.92  -1.66  0.78  0.329
H  -2.79  0.78  -0.55  0.343

The value obtained for the highest occupied orbital energy (spin up / spin down) is -0.47876 / -0.47921 Eh. The value obtained for the largest force on an atom is 5.6 eV/Å. The value obtained for the LUMO energy (spin up / spin down) is -0.257 / -0.256 Eh. The orbital gap (spin up / spin down) is 0.2222 / 0.2229 Eh. As for the charge: +1.

***

> The lowest largest force on an atom belongs to which entry?

C52H43I2N3O2P2SY

***

> Which formula does entry 2 have?

C30H23IIrN3O4